ORCA calculation (ωB97M-V with the def2-TZVPD basis set) on a molecular structure, C47H34N2O8P2SSe2V in a non-equilibrium geometry.

The expectation value of S² is 2.027. The value obtained for the gap between HOMO and LUMO (alpha / beta) is 0.2796 / 0.2869 Ha. The relative energy (zero: lowest compared OMol25 entry of this formula, charge and spin) is 0.0 kcal per mole. The value obtained for the total energy is -254444.655 eV. The charge is -1. As for the spin multiplicity: 3.

```
97
C47H34N2O8P2SSe2V | OMol25 | ωB97M-V with the def2-TZVPD basis set
V 0.788 -0.055 0.836
O 3.226 -0.583 4.190
C 2.289 -0.732 3.422
O 2.201 -0.177 2.263
C 1.157 -1.649 3.851
C 1.344 -2.350 5.024
C 0.384 -3.225 5.501
C -0.811 -3.395 4.830
C -1.025 -2.673 3.682
C -0.045 -1.806 3.110
O -0.277 -1.265 1.965
N -2.325 -2.818 3.062
O -2.850 -3.925 3.121
O -2.830 -1.855 2.527
N 0.617 -3.965 6.721
O -0.293 -4.658 7.155
O 1.650 -3.755 7.335
H 2.270 -2.198 5.560
H -1.570 -4.066 5.203
Se 1.199 2.611 0.854
P 3.074 2.127 -0.083
Se 3.102 0.067 -0.719
C 3.320 3.215 -1.534
C 2.683 4.448 -1.622
C 2.911 5.271 -2.717
C 3.771 4.867 -3.727
C 4.403 3.632 -3.646
C 4.177 2.808 -2.554
C 4.510 2.494 0.975
C 5.742 1.915 0.685
C 6.851 2.224 1.457
C 6.731 3.104 2.524
C 5.501 3.670 2.822
C 4.388 3.366 2.050
H 1.994 4.749 -0.843
H 2.407 6.227 -2.782
H 3.942 5.507 -4.583
H 5.065 3.306 -4.438
H 4.641 1.830 -2.504
H 5.822 1.198 -0.124
H 7.805 1.762 1.237
H 7.594 3.332 3.136
H 5.399 4.337 3.669
H 3.417 3.776 2.296
C -9.724 3.843 0.626
C -8.280 3.405 0.564
O -7.472 3.665 1.410
S -7.913 2.455 -0.903
C -6.194 2.083 -0.671
C -5.225 2.857 -1.299
C -3.886 2.533 -1.162
C -3.495 1.430 -0.398
C -4.482 0.665 0.240
C -5.821 0.990 0.101
C -2.126 1.045 -0.269
C -0.997 0.635 -0.086
H -9.769 4.852 1.029
H -10.252 3.176 1.308
H -10.206 3.802 -0.350
H -5.526 3.709 -1.894
H -3.124 3.129 -1.648
H -4.177 -0.185 0.841
H -6.580 0.394 0.592
C -3.642 -3.821 -0.344
C -3.650 -2.665 -1.110
C -2.466 -1.990 -1.371
C -1.257 -2.470 -0.871
C -1.259 -3.635 -0.105
C -2.443 -4.309 0.153
P 0.283 -1.511 -1.074
C 0.096 -0.757 -2.721
C 0.386 0.590 -2.921
C 0.258 1.156 -4.182
C -0.170 0.383 -5.252
C -0.482 -0.956 -5.058
C -0.354 -1.522 -3.798
C 1.574 -2.799 -1.248
C 2.067 -3.286 -2.455
C 3.080 -4.237 -2.466
C 3.613 -4.708 -1.275
C 3.143 -4.215 -0.066
C 2.139 -3.259 -0.055
H -4.568 -4.337 -0.125
H -4.583 -2.272 -1.495
H -2.486 -1.077 -1.951
H -0.332 -4.023 0.300
H -2.431 -5.198 0.769
H 0.701 1.201 -2.084
H 0.491 2.204 -4.321
H -0.271 0.826 -6.235
H -0.833 -1.560 -5.886
H -0.623 -2.561 -3.647
H 1.678 -2.913 -3.393
H 3.457 -4.603 -3.412
H 4.405 -5.446 -1.290
H 3.570 -4.554 0.869
H 1.807 -2.849 0.895
```